# 1
Below is an isolated molecule of C3H9N3OS at a distorted geometry, with properties calculated with the ωB97M-V functional and the def2-TZVPD basis.

Geometry as ORCA input:
```
! RIJCOSX wB97M-V def2-TZVPD def2/J DEFGRID3
* xyz 0 1
C -2.5530 0.2724 -0.7014
C -1.0768 -0.5078 1.0292
C 1.4476 -0.6368 -0.1087
H -3.1807 -0.7800 -0.5307
H -1.8608 0.0682 -1.7246
H -3.4444 1.2027 -0.8535
H -0.3834 -0.0589 1.7337
H -1.8982 -1.0974 1.5648
H 2.6159 -2.2343 -0.2545
H 0.2261 1.0776 0.0438
H 2.9514 1.3602 0.6757
H 2.7046 1.2920 -0.8935
N 2.6579 -1.2093 -0.1475
N 1.2248 0.6748 0.0287
N 2.2227 1.5845 -0.0071
O -1.6376 0.5822 0.2779
S -0.0163 -1.5902 -0.1321
*
```

As for the highest occupied orbital energy: -8.9313 eV. The value obtained for the total energy is -20606.711 eV. The lowest unoccupied orbital energy is 0.631 eV. The calculation puts the largest force on an atom at 4.29 eV Å⁻¹. As for the energy relative to the best compared isomer or geometry (same formula, charge and spin): 329.1 kJ/mol. The SMILES is [H]/N=C(/NN)SCOC. Its HOMO-LUMO gap is 9.56 eV.

***

# 2
Below is the ion C4H7NO2S with charge -2 at a distorted geometry, with properties calculated with the ωB97M-V functional and the def2-TZVPD basis.

Geometry as ORCA input:
```
! RIJCOSX wB97M-V def2-TZVPD def2/J DEFGRID3
* xyz -2 1
C -0.5713 1.0945 1.2992
C -0.3637 0.6518 -0.1723
C -1.0274 -0.6947 -0.4414
S -2.8454 -0.6876 -0.2848
N 1.0489 0.8242 -0.5944
C 2.1428 -0.0044 -0.0678
O 1.8641 -1.1731 0.2481
O 3.2373 0.6203 0.0706
H -1.6023 0.8579 1.5375
H -0.4487 2.1859 1.4076
H 0.0973 0.4978 1.9290
H -0.9408 1.3501 -0.8029
H -0.8232 -0.9511 -1.4784
H -0.5190 -1.4408 0.1468
H 1.2748 1.7892 -0.4008
*
```

As for the highest occupied orbital energy: 0.5215 eV. The value obtained for the total energy is -20681.816 eV. The lowest unoccupied orbital energy is 6.100 eV. The calculation puts the largest force on an atom at 1.37 eV Å⁻¹. As for the energy relative to the best compared isomer or geometry (same formula, charge and spin): 53.3 kJ/mol. The SMILES is C[C@H](C[S-])NC(=O)[O-]. Its HOMO-LUMO gap is 5.58 eV.

***

# 3
Below is a structure of composition C9H21AgGaNOS at a distorted geometry, with properties calculated with the ωB97M-V functional and the def2-TZVPD basis.

Geometry as ORCA input:
```
! RIJCOSX wB97M-V def2-TZVPD def2/J DEFGRID3
* xyz 1 2
C -1.9298 -3.0365 3.2833
C -1.6485 -1.5437 2.5827
C -2.7955 -1.2583 1.4471
O -2.5829 -0.0525 0.6314
Ga -0.9557 -0.1093 -0.3437
C -1.0251 0.7389 -2.2266
S 0.2508 -0.0015 -3.4393
C 1.8016 -0.5324 -2.5345
C 2.6708 -1.6773 -3.3899
C 0.4991 0.7487 0.9116
C 0.6611 2.3638 0.6815
C 1.5669 2.9956 -0.5560
N 0.0564 3.2839 1.5462
H -1.8111 -2.9019 4.4440
H -1.0471 -3.7527 2.9341
H -2.9727 -3.4715 2.9797
H -1.6911 -0.6758 3.3671
H -0.5498 -1.5954 2.1823
H -3.8134 -1.0762 2.0436
H -3.0150 -2.2157 0.7722
H -0.5198 -1.6445 -0.5388
H -2.0787 0.5015 -2.7327
H -0.8982 1.9097 -2.2537
H 2.5364 0.4062 -2.4710
H 1.6201 -1.0204 -1.4776
H 2.2158 -2.7540 -3.2951
H 3.7793 -1.6586 -2.9609
H 2.7258 -1.3013 -4.4970
H 1.4937 0.1342 0.8603
H 0.0644 0.6106 2.0148
H 0.9818 3.8466 -1.1539
H 1.8274 2.1058 -1.3041
H 2.5304 3.5264 -0.1283
H 0.3202 4.2364 1.1700
Ag 1.7327 4.8713 1.4512
*
```

As for the highest occupied orbital energy (spin up / spin down): -11.1470 / -11.0589 eV. The value obtained for the total energy is -80405.230 eV. The expectation value of S² is 0.75. The lowest unoccupied orbital energy (spin up / spin down) is -5.654 / -6.781 eV. The calculation puts the largest force on an atom at 4.96 eV Å⁻¹. Its HOMO-LUMO gap (spin up / spin down) is 5.49 / 4.28 eV.

***

# 4
Below is a cluster of 13 separate species, C51H99Br4N4O27 in total at a distorted geometry, with properties calculated with the ωB97M-V functional and the def2-TZVPD basis.

Geometry as ORCA input:
```
! RIJCOSX wB97M-V def2-TZVPD def2/J DEFGRID3
* xyz 1 1
C -2.2126 0.5036 -1.9655
C -0.7675 0.0899 -2.3279
C 0.1525 -0.2127 -1.0943
N 1.6909 -0.2883 -1.4056
C 2.1464 0.5270 -2.5855
C 2.1509 -1.7741 -1.6833
C 2.3907 -2.4185 -0.3123
C 2.4024 -1.3547 0.7275
C 2.4263 -0.0151 -0.0700
H -2.7214 -0.1873 -1.2932
H -2.9090 0.6182 -2.7962
H -2.2435 1.4555 -1.4356
H -0.2982 0.8211 -2.9861
H -0.9594 -0.7792 -2.9572
H -0.2737 -1.1051 -0.6359
H 0.0346 0.5729 -0.3480
H 1.7356 1.4900 -2.2821
H 1.7210 0.0723 -3.4802
H 3.2348 0.5859 -2.5997
H 3.1481 -1.7759 -2.1233
H 1.5070 -2.2340 -2.4330
H 3.2366 -3.1056 -0.2937
H 1.6188 -3.1526 -0.0813
H 3.2254 -1.3543 1.4422
H 1.4838 -1.4612 1.3046
H 3.4802 0.1608 -0.2853
H 2.1290 0.9262 0.3924
C -7.5129 8.0253 5.6579
O -7.8169 6.7377 5.0733
C -8.1800 6.8111 3.7655
C -8.9144 5.5179 3.4735
N -8.0181 4.4572 2.9294
C -8.7190 3.1256 2.7762
C -7.6844 2.0554 2.3829
O -6.6091 1.8585 3.2909
C -5.9404 0.6130 3.2844
H -7.0847 7.8858 6.6506
H -8.3301 8.7296 5.8129
H -6.6096 8.4556 5.2255
H -7.3575 7.0325 3.0855
H -8.9075 7.5909 3.5403
H -9.6978 5.8170 2.7771
H -9.2291 5.1687 4.4569
H -7.2852 4.3387 3.6142
H -9.3900 3.2762 1.9305
H -9.2560 2.8807 3.6925
H -7.2540 2.3774 1.4347
H -8.1891 1.0902 2.3390
H -6.6274 -0.1706 3.6041
H -5.0155 0.5018 3.8503
H -5.6388 0.3868 2.2617
C -6.4528 4.4903 10.0541
O -6.6391 3.2040 9.5249
C -6.2209 3.1049 8.1884
C -4.7754 3.4169 7.7405
N -4.4029 4.8915 7.5128
C -3.0115 5.1728 7.1043
C -2.5686 4.3293 5.8440
O -2.1189 3.0611 6.2789
C -1.7679 2.2231 5.2479
H -6.6967 4.4085 11.1133
H -7.1211 5.1845 9.5446
H -5.4866 4.9837 10.1596
H -6.8764 3.7004 7.5529
H -6.4746 2.1073 7.8300
H -4.5923 2.9529 6.7714
H -4.1310 2.9939 8.5111
H -4.9990 5.3544 6.8416
H -2.4618 5.0255 8.0340
H -2.9029 6.2093 6.7849
H -1.7466 4.8689 5.3735
H -3.3458 4.3863 5.0818
H -1.0258 2.6906 4.6008
H -2.6940 1.9775 4.7281
H -1.4159 1.2979 5.7042
C -0.8624 -7.8469 -0.8560
O -1.8869 -7.6417 -1.7416
C -2.9834 -6.7199 -1.5276
C -2.5514 -5.2038 -1.6690
N -1.7425 -5.0342 -2.8736
C -2.5226 -5.0168 -4.0794
C -1.6242 -4.9942 -5.3363
O -1.0102 -3.7401 -5.4883
C -0.0612 -3.5802 -6.5059
H -0.2902 -6.9194 -0.8784
H -0.1562 -8.5992 -1.2074
H -1.2109 -8.1436 0.1332
H -3.3142 -6.8813 -0.5016
H -3.8431 -7.0317 -2.1208
H -1.8021 -4.9123 -0.9330
H -3.3852 -4.5205 -1.5079
H -1.1681 -5.8647 -2.8964
H -3.1395 -4.1182 -4.0812
H -3.0519 -5.9637 -4.1861
H -2.2068 -5.1997 -6.2344
H -0.8458 -5.7336 -5.1477
H 0.2606 -2.5533 -6.6792
H -0.4367 -3.6704 -7.5252
H 0.7424 -4.3154 -6.4630
Br 13.2311 3.8171 0.0347
C 11.3218 4.1079 -0.4543
C 10.5658 2.7443 -0.4644
Br 8.6094 3.0824 -0.3693
H 11.4125 4.5330 -1.4539
H 10.9211 4.8490 0.2373
H 10.8603 2.2502 0.4615
H 10.7983 2.0398 -1.2630
Br -8.4822 -2.9611 -2.0488
C -9.3178 -1.7984 -3.3343
C -10.4776 -2.4456 -3.9759
Br -11.4156 -1.3157 -5.3308
H -8.5429 -1.5536 -4.0608
H -9.4890 -0.8472 -2.8303
H -11.2313 -2.6160 -3.2071
H -10.2471 -3.4247 -4.3959
C 7.1622 3.2712 -6.0227
C 7.1720 2.9616 -7.4966
O 5.7868 2.8692 -7.8479
C 5.0336 3.1570 -6.8612
O 3.8071 3.0566 -6.8800
O 5.8165 3.6704 -5.8701
H 7.7834 4.1134 -5.7179
H 7.3234 2.3596 -5.4473
H 7.6360 1.9855 -7.6381
H 7.6607 3.7210 -8.1071
C 9.1473 -5.8063 -0.8496
C 9.0758 -5.6417 -2.3797
O 9.0837 -4.3141 -2.5009
C 8.5303 -3.7628 -1.3353
O 8.1082 -2.5978 -1.3130
O 8.4782 -4.6784 -0.3593
H 10.1877 -5.8562 -0.5286
H 8.7413 -6.7575 -0.5052
H 8.2101 -6.1755 -2.7717
H 9.8822 -5.9977 -3.0209
C 9.2201 -3.8431 8.2933
C 9.4905 -2.2973 8.2820
O 9.2014 -1.9627 6.8880
C 8.4136 -2.9045 6.3267
O 7.8051 -2.8030 5.2784
O 8.2819 -3.9080 7.2106
H 8.9514 -4.2369 9.2736
H 10.0508 -4.4762 7.9815
H 10.5295 -2.1356 8.5690
H 8.8206 -1.7798 8.9687
C -4.1482 0.4799 -9.7481
C -3.4656 1.1895 -8.5858
O -4.5539 1.9052 -8.0065
C -5.7798 1.4505 -8.5250
O -6.8351 1.8140 -8.2155
O -5.5087 0.5138 -9.4503
H -3.9204 -0.5842 -9.8107
H -4.0314 0.9565 -10.7214
H -2.6338 1.8473 -8.8380
H -3.0450 0.4237 -7.9340
C -2.0402 7.5763 0.5232
C -2.9192 6.3505 0.2650
O -1.8461 5.3392 0.2052
C -0.6539 5.8728 0.4314
O 0.3742 5.2498 0.4192
O -0.7707 7.1521 0.8336
H -2.3951 8.1173 1.4004
H -2.0355 8.1877 -0.3791
H -3.4067 6.4433 -0.7055
H -3.6637 6.2679 1.0568
C 2.9905 -5.2509 5.7165
C 2.6655 -6.6756 5.2610
O 1.4071 -6.5521 4.6269
C 0.7950 -5.4474 5.0300
O -0.2527 -5.0265 4.6093
O 1.6535 -4.7696 5.7904
H 3.4684 -4.6044 4.9804
H 3.5847 -5.3040 6.6287
H 2.5916 -7.4008 6.0714
H 3.4765 -7.0474 4.6348
C 9.3581 -2.4361 -7.5797
C 8.5334 -3.4589 -8.3980
O 7.2004 -3.0923 -8.2734
C 7.0640 -2.1123 -7.3017
O 5.9391 -1.7621 -6.8806
O 8.3150 -1.7498 -6.7990
H 9.8766 -1.6998 -8.1939
H 10.1313 -3.0017 -7.0596
H 8.6079 -4.4221 -7.8933
H 8.7239 -3.4293 -9.4708
*
```

As for the highest occupied orbital energy: -9.3819 eV. The value obtained for the total energy is -395889.153 eV. The lowest unoccupied orbital energy is -1.730 eV. The calculation puts the largest force on an atom at 5.07 eV Å⁻¹. Its HOMO-LUMO gap is 7.65 eV.